1.
Molecular formula: C23H14Br3FNO3Pt
Method: DFT, the ωB97M-V functional and the def2-TZVPD basis

Element x y z (Å)
1 Pt 0.29106 0.11133 0.19184
2 C 3.23119 -0.72371 1.68943
3 C 3.31860 0.07343 0.42241
4 C 4.59959 0.38089 -0.08692
5 C 4.75709 1.14021 -1.20935
6 C 3.62967 1.74769 -1.80139
7 C 3.66551 2.65377 -2.88189
8 Br 5.30905 3.06403 -3.74686
9 C 2.52269 3.28930 -3.29292
10 C 1.31612 3.09425 -2.62317
11 Br -0.19302 4.11668 -3.14245
12 C 1.16495 2.21978 -1.53356
13 O 0.12380 2.16929 -0.80055
14 C 2.38151 1.45627 -1.21413
15 N 2.25010 0.52765 -0.20850
16 H 4.23464 -0.88026 2.07997
17 H 2.76122 -1.69076 1.53445
18 H 2.63281 -0.19307 2.43337
19 H 5.46219 -0.02066 0.42618
20 H 5.74231 1.35031 -1.60431
21 H 2.56065 3.99764 -4.10878
22 F 0.50976 -5.98241 0.89024
23 C 0.46013 -4.62520 0.75713
24 C 1.16723 -4.02523 -0.26135
25 C 1.11630 -2.63959 -0.38284
26 C 0.37190 -1.84451 0.49675
27 C -0.35195 -2.51023 1.49357
28 C -0.30602 -3.89216 1.63890
29 H 1.74469 -4.63273 -0.94659
30 H 1.67311 -2.17258 -1.18665
31 H -0.96275 -1.93378 2.17404
32 H -0.85859 -4.39984 2.41972
33 Br -6.78828 -1.38611 -0.97165
34 C -5.88239 -0.13397 0.13989
35 C -6.62728 0.66209 0.99339
36 C -5.96377 1.57636 1.80048
37 C -4.58314 1.68837 1.74317
38 C -3.85122 0.87603 0.88723
39 C -4.50340 -0.04769 0.07790
40 C -2.34551 1.01692 0.84134
41 O -1.81783 2.00933 1.31960
42 O -1.75277 0.01376 0.28658
43 H -7.70414 0.56908 1.02345
44 H -6.53427 2.20475 2.47292
45 H -4.04711 2.40829 2.34667
46 H -3.92444 -0.68300 -0.57675

LUMO energy   2.3 eV
Relative energy (zero: lowest compared OMol25 entry of this formula, charge and spin)   0.000 eV
HOMO energy   -4.7 eV
Gap between HOMO and LUMO   6.98 eV
Total charge   -1
DFT total energy   -247806.2573 eV

Quick look at the Löwdin charges, all values in e: Pt 1.163; C -0.028; C -0.298; C -0.019; C -0.027; C -0.206; C -0.648; Br 0.715; C -0.192; C -0.612; Br 0.742; C -0.437; O -0.158; C -0.111; N -0.021; H 0.072; H 0.065; H 0.087; H 0.106; H 0.076; H 0.089; F 0.016; C -0.303; C -0.039; C -0.140; C -0.353; C -0.115; C -0.033; H 0.108; H 0.088; H 0.092; H 0.109; Br 0.692; C -0.680; C -0.149; C -0.084; C -0.022; C -0.116; C -0.063; C -0.612; O 0.026; O -0.198; H 0.091; H 0.098; H 0.115; H 0.112

2.
Molecular formula: C13H17N2
Method: DFT, the ωB97M-V functional and the def2-TZVPD basis

Element x y z (Å)
1 C -1.51470 -1.44392 1.83531
2 C -1.24948 -1.14784 0.70596
3 C -0.92499 -0.81427 -0.67412
4 C -1.17599 0.66133 -0.88282
5 C -0.14525 1.57233 -1.02310
6 C -0.43881 2.91271 -1.17981
7 C -1.74479 3.31826 -1.19544
8 N -2.74042 2.42910 -1.06623
9 C -4.14839 2.86691 -1.09685
10 C -2.46944 1.12316 -0.91310
11 H -1.81892 -1.44272 2.85181
12 H 0.11667 -1.02362 -0.87907
13 H -1.54980 -1.37966 -1.36181
14 H 0.87739 1.22631 -1.01844
15 H 0.34720 3.63822 -1.29266
16 H -2.02600 4.35170 -1.31034
17 H -4.68072 2.35006 -0.30871
18 H -4.19015 3.93341 -0.93050
19 H -4.59221 2.60730 -2.05046
20 H -3.30138 0.44551 -0.80301
21 C 2.16836 -2.90922 1.79026
22 C 3.61612 -2.84071 1.31855
23 C 3.99547 -1.46654 0.75137
24 C 3.17491 -1.12560 -0.41121
25 N 2.53052 -0.89802 -1.33354
26 H 1.47126 -2.74829 0.96601
27 H 1.95040 -3.88812 2.21499
28 H 1.96711 -2.15796 2.55671
29 H 3.79247 -3.60498 0.56031
30 H 4.28348 -3.05977 2.15246
31 H 5.04105 -1.45083 0.44329
32 H 3.85910 -0.69000 1.50577

LUMO energy   -4.1 eV
Relative energy (zero: lowest compared OMol25 entry of this formula, charge and spin)   3.406 eV
HOMO energy   -13.2 eV
Gap between HOMO and LUMO   9.14 eV
Total charge   +1
DFT total energy   -16728.8485 eV

Quick look at the Löwdin charges, all values in e: C 0.140; C -0.131; C -0.135; C -0.159; C 0.052; C 0.012; C -0.004; N -0.078; C 0.041; C 0.042; H 0.039; H 0.081; H 0.136; H 0.115; H 0.130; H 0.146; H 0.108; H 0.102; H 0.113; H 0.162; C -0.109; C -0.251; C -0.178; C -0.211; N 0.152; H 0.055; H 0.078; H 0.078; H 0.115; H 0.112; H 0.123; H 0.122

3.
Molecular formula: C4H7NO4S
Method: DFT, the ωB97M-V functional and the def2-TZVPD basis

Element x y z (Å)
1 C 0.75323 -1.27125 0.17103
2 C 1.85036 -1.61848 0.83172
3 C -0.33939 1.80923 0.37195
4 C -0.69573 0.51105 0.21320
5 N -1.59031 0.10560 -0.78448
6 O 0.42519 -1.65917 -1.04937
7 O -0.14698 -0.49398 0.93013
8 O 4.21217 -0.24938 -0.49645
9 O 2.10360 0.88346 -0.94680
10 S 3.08169 0.43936 0.00685
11 H 1.96785 -1.53520 1.85840
12 H 2.47859 -2.24899 0.18056
13 H -0.76922 2.65073 -0.09249
14 H 0.44062 2.21642 0.98844
15 H 0.29503 -0.81074 -1.52642
16 H -1.64264 -0.85756 -1.02134
17 H -2.12107 0.86832 -1.15469

LUMO energy   -0.4 eV
Relative energy (zero: lowest compared OMol25 entry of this formula, charge and spin)   2.213 eV
HOMO energy   -8.3 eV
Gap between HOMO and LUMO   7.92 eV
Total charge   0
DFT total energy   -24774.0484 eV

Quick look at the Löwdin charges, all values in e: C -0.488; C -0.005; C 0.053; C -0.471; N 0.127; O 0.107; O 0.057; O -0.403; O -0.423; S 0.854; H 0.073; H 0.104; H 0.042; H 0.054; H 0.125; H 0.089; H 0.104